The following is a quantum chemistry calculation of 7 unconnected molecules or ions with the total composition C36H91N5O12 at a distorted geometry, from the OMol25 dataset.

Summary:
SMILES: COCCNCCOC.COCCNCCOC.COCCNCCOC.COCCNCCOC.COCCNCCOC.CC(C)O.CC(C)O
Energy above the lowest of the compared OMol25 structures with the same formula, charge and spin in kJ/mol: 687.7
Frontier orbital gap in eV: 9.34
Lowest unoccupied orbital energy in eV: 0.368
Molar mass in g mol⁻¹: 786.1

Positions of all 144 atoms, in Å:
O (-2.911, 5.059, 9.047)
O (-1.479, -5.066, -15.558)
O (-7.346, 0.586, -1.498)
O (-0.601, -0.596, -0.266)
O (-3.210, -2.506, -9.763)
O (4.137, -0.677, 11.563)
O (1.061, 9.304, 12.478)
O (-1.138, 6.909, -0.014)
O (-2.576, -1.093, 4.812)
O (4.811, 5.304, -1.999)
O (5.470, -10.071, -6.314)
O (2.201, -6.991, -1.292)
N (-2.116, -4.924, -12.469)
N (-0.536, 0.267, 2.551)
N (0.095, 5.939, 10.993)
N (3.909, -8.233, -3.544)
N (1.847, 6.407, -0.456)
C (-3.016, -4.646, -13.623)
C (5.170, 3.987, -1.964)
C (-2.585, -5.545, -14.893)
C (-3.800, -2.526, -8.492)
C (-1.456, -0.224, 4.793)
C (6.682, -10.846, -6.263)
C (-2.121, -3.701, -11.635)
C (-1.061, -5.956, -16.612)
C (3.380, 5.350, -1.906)
C (-3.569, 5.476, 7.815)
C (-6.076, 0.145, -1.361)
C (-1.157, 5.209, 10.682)
C (-5.230, 1.243, -1.939)
C (-1.713, 5.789, 9.387)
C (0.133, 0.481, 0.223)
C (2.841, 6.728, -1.428)
C (4.676, -10.006, -5.138)
C (3.403, -1.306, 10.622)
C (-5.818, -0.054, 0.155)
C (4.342, -8.549, -4.937)
C (-1.595, 0.594, 3.479)
C (-0.446, -0.919, -1.595)
C (3.504, -6.851, -3.459)
C (-0.034, 7.293, 0.881)
C (3.282, -6.353, -1.978)
C (0.873, 10.152, 11.372)
C (0.992, -6.290, -1.218)
C (-0.075, 7.258, 11.658)
C (1.213, 8.003, 12.064)
C (-2.255, -2.509, 4.433)
C (4.406, -1.647, 9.463)
C (2.295, -0.315, 10.197)
C (-0.585, 1.195, 1.394)
C (-2.412, 6.720, 0.600)
C (1.257, 7.620, 0.146)
C (-3.285, -3.722, -10.550)
H (-1.932, -6.055, -17.260)
H (-2.480, -6.586, -14.587)
H (-1.256, -3.563, -10.986)
H (-0.875, 7.901, 11.291)
H (-0.689, -0.555, 1.984)
H (2.793, 0.542, 9.742)
H (-3.055, -3.181, 4.743)
H (-1.580, 1.458, 1.037)
H (5.315, -10.165, -4.269)
H (1.487, 7.367, 12.905)
H (-2.308, 5.830, 1.221)
H (-1.207, -4.971, -12.905)
H (1.799, 10.069, 10.803)
H (-4.013, -4.910, -13.271)
H (-4.205, -3.716, -11.134)
H (3.584, -8.187, -5.631)
H (1.553, -0.814, 9.575)
H (1.129, 0.150, 0.517)
H (0.581, 5.353, 11.657)
H (-5.579, 1.277, -2.971)
H (1.979, 7.929, 0.902)
H (5.317, -8.070, -5.037)
H (-5.234, 2.183, -1.386)
H (-3.770, 6.544, 7.725)
H (4.633, 3.433, -2.735)
H (5.155, 3.491, -0.994)
H (0.888, -5.260, -0.877)
H (2.615, -6.732, -4.079)
H (1.753, 0.140, 11.026)
H (3.702, 7.210, -0.964)
H (-0.910, -6.954, -16.201)
H (-0.966, 5.554, 8.629)
H (-3.101, -4.712, -10.134)
H (-0.854, 4.214, 10.356)
H (-0.094, 2.139, 1.632)
H (4.336, -6.253, -3.831)
H (5.324, -2.123, 9.808)
H (3.881, -10.736, -4.989)
H (-5.935, 0.892, 0.684)
H (-4.180, 0.951, -1.936)
H (-3.277, 6.642, -0.058)
H (4.125, -6.488, -1.300)
H (7.490, -10.387, -6.832)
H (-1.049, -1.790, -1.851)
H (3.122, -2.174, 11.218)
H (-0.076, 8.262, 1.378)
H (1.048, 6.054, -0.962)
H (-2.473, 7.677, 1.117)
H (4.646, -0.777, 8.852)
H (-6.067, -0.802, -1.899)
H (3.101, -8.817, -3.380)
H (-6.494, -0.803, 0.568)
H (6.520, -11.844, -6.672)
H (-2.631, 0.509, 3.149)
H (-0.192, -5.574, -17.149)
H (0.335, -6.881, -0.581)
H (4.673, -0.030, 11.098)
H (-1.301, 1.574, 3.852)
H (1.997, 7.941, 11.309)
H (-8.028, 0.040, -1.100)
H (-4.760, -3.041, -8.489)
H (1.171, 8.439, -0.569)
H (-1.707, 5.092, 11.615)
H (3.052, -5.288, -2.021)
H (-2.093, -2.614, 3.360)
H (-4.009, -1.488, -8.231)
H (-4.777, -0.376, 0.172)
H (2.596, 7.414, -2.238)
H (-1.352, -2.871, 4.925)
H (-3.078, -2.839, -7.737)
H (-2.977, -3.633, -14.024)
H (3.077, 5.137, -2.931)
H (-0.534, -0.794, 4.911)
H (0.558, -6.276, -2.218)
H (0.516, -0.999, -2.103)
H (0.594, 11.176, 11.619)
H (-1.803, 6.863, 9.225)
H (6.230, 3.987, -2.216)
H (0.078, 6.567, 1.686)
H (-4.598, 5.120, 7.792)
H (0.304, 1.163, -0.609)
H (-3.377, -5.620, -15.639)
H (3.051, 4.539, -1.256)
H (7.136, -10.868, -5.273)
H (-0.445, 7.011, 12.654)
H (0.036, 9.777, 10.784)
H (-2.936, 5.128, 6.998)
H (-2.069, -2.788, -12.229)
H (-0.981, -0.095, -2.068)
H (3.855, -2.394, 8.891)
H (-1.610, 0.258, 5.759)

Atomic forces in eV per Å
O -0.8 1.1 -0.3
O 2.0 0.4 -0.2
O -3.6 1.9 -0.9
O -0.1 -1.5 2.0
O 0.5 -1.4 -1.1
O 2.2 2.1 2.7
O -0.8 0.9 1.1
O 1.7 0.3 -0.8
O -0.1 -3.7 -0.2
O -1.2 1.4 1.1
O 0.3 -0.6 -0.3
O 0.6 0.2 0.4
N -0.3 1.6 -0.6
N -0.4 0.8 -2.0
N 0.3 0.8 -0.5
N 0.4 -1.1 -0.6
N -1.7 1.4 0.1
C 0.9 -2.0 -1.5
C 2.1 -0.9 -0.7
C -1.9 -0.1 1.3
C 0.0 0.7 0.0
C -1.4 -0.9 -0.2
C -0.3 0.4 0.1
C -0.1 0.4 1.7
C -1.3 0.3 0.8
C 0.5 0.9 -1.1
C 0.6 -0.1 1.1
C 0.4 -0.4 2.5
C 1.5 0.7 -0.3
C 1.0 -1.0 -0.6
C -0.9 -0.9 -1.1
C 0.6 1.3 -0.3
C 2.1 -1.5 -0.1
C 1.6 0.4 1.2
C 0.3 0.1 -1.3
C 0.8 -0.3 -1.3
C -0.4 0.4 1.1
C 2.0 -0.1 2.4
C -1.6 1.0 -1.6
C 0.2 0.1 1.7
C -0.6 0.6 -0.6
C -0.9 -0.1 -0.7
C -0.2 -0.5 -0.5
C -1.2 -0.8 -0.9
C -1.0 -0.7 1.3
C 0.2 -1.9 -0.6
C -0.2 1.5 0.4
C -1.9 -1.0 0.3
C -0.1 -1.0 0.0
C 1.1 -0.5 -0.5
C 1.6 1.0 0.8
C 0.7 -1.9 0.2
C 1.0 1.0 -2.3
H 0.1 0.0 -0.6
H 0.5 -0.2 0.4
H 0.5 -0.7 -0.2
H 0.3 -0.2 -0.9
H -0.5 -1.2 1.1
H -0.1 -0.2 -0.6
H -0.2 0.4 0.0
H -0.4 -0.2 0.2
H 0.3 -0.5 0.2
H 0.9 0.6 0.3
H -0.6 0.1 0.5
H 0.5 -0.2 0.2
H -0.1 0.6 -0.5
H -0.2 0.1 -0.6
H -0.5 -0.1 0.4
H 0.2 0.2 -0.5
H 0.1 0.4 -0.5
H 0.2 -0.1 0.3
H 0.3 0.0 0.0
H 0.3 0.9 -0.1
H -0.1 0.3 0.2
H -0.3 0.4 -0.5
H -0.7 0.0 -0.2
H 0.8 0.4 0.3
H -0.1 -0.5 0.1
H -0.7 0.1 0.3
H 1.2 0.3 0.4
H -0.2 0.8 0.0
H 0.1 -0.5 0.4
H 0.0 0.0 0.4
H 0.5 -0.1 0.1
H 0.4 -0.3 -0.1
H -0.4 0.3 1.1
H 0.0 -0.2 0.4
H 0.2 0.0 0.0
H -0.1 0.2 -0.3
H -0.1 0.1 0.3
H -0.4 0.0 -0.9
H 0.0 0.0 -0.1
H 0.1 -0.2 -0.2
H 0.6 -0.1 -0.6
H 0.4 -0.2 -0.6
H -0.5 0.4 -0.6
H 0.2 -0.2 0.4
H -0.9 -0.5 -1.0
H -1.7 0.3 0.3
H -0.1 -0.7 -0.2
H -1.1 -0.4 1.0
H -0.1 0.0 0.0
H 1.2 -0.3 -0.1
H -0.2 -0.1 0.4
H 0.2 -0.1 0.1
H 0.0 -0.1 0.2
H 0.0 0.2 -0.2
H -0.2 0.1 0.3
H 0.0 0.0 0.0
H 0.2 0.3 0.3
H -0.7 0.7 -0.6
H 0.1 -0.1 -0.3
H 0.3 -0.3 0.1
H 0.1 -0.4 0.2
H -0.5 0.1 -0.1
H -1.1 0.3 -0.4
H 0.2 0.3 -0.1
H -0.1 0.2 -0.2
H -0.1 0.1 -0.1
H 0.1 -0.2 0.8
H -0.6 -0.1 -0.3
H 0.2 0.3 0.2
H -0.2 -0.7 0.1
H 0.0 0.4 0.4
H -0.7 -0.1 -0.1
H 0.3 0.1 -0.5
H -0.4 0.0 -0.2
H 0.6 -0.1 0.8
H 0.5 -0.1 0.5
H -0.6 0.3 0.9
H 0.1 -0.3 -0.3
H 0.2 -0.4 -0.2
H 0.4 -0.9 0.1
H -0.1 0.5 -0.1
H -0.8 0.4 0.1
H -0.2 0.3 0.2
H -0.5 -0.3 0.4
H -0.7 0.1 0.3
H 0.0 0.0 -0.4
H -0.4 0.0 -0.4
H -0.7 0.2 -0.2
H 0.1 0.2 -1.0
H 0.4 0.0 -0.7
H 0.3 1.1 -0.4

Atomic partial charges in e from the Mulliken method, atoms 1 to 4:
1 O -0.328
2 O -0.317
3 O -0.559
4 O -0.299